{"formula": "C72H160F30N9O3P5", "method": "ωB97M-V/def2-TZVPD", "orbital_gap_ev": 7.938, "total_energy_ev": -224792.2276, "lumo_ev": -3.121, "total_charge": 2, "fmax_ha_per_bohr": 0.123, "symbols": ["C", "C", "C", "N", "C", "C", "C", "C", "C", "C", "H", "H", "H", "H", "H", "H", "H", "H", "H", "H", "H", "H", "H", "H", "H", "H", "H", "H", "H", "H", "C", "C", "C", "N", "C", "C", "C", "C", "C", "C", "H", "H", "H", "H", "H", "H", "H", "H", "H", "H", "H", "H", "H", "H", "H", "H", "H", "H", "H", "H", "C", "C", "C", "N", "C", "C", "C", "C", "C", "C", "H", "H", "H", "H", "H", "H", "H", "H", "H", "H", "H", "H", "H", "H", "H", "H", "H", "H", "H", "H", "C", "C", "C", "N", "C", "C", "C", "C", "C", "C", "H", "H", "H", "H", "H", "H", "H", "H", "H", "H", "H", "H", "H", "H", "H", "H", "H", "H", "H", "H", "C", "C", "C", "N", "C", "C", "C", "C", "C", "C", "H", "H", "H", "H", "H", "H", "H", "H", "H", "H", "H", "H", "H", "H", "H", "H", "H", "H", "H", "H", "C", "C", "C", "N", "C", "C", "C", "C", "C", "C", "H", "H", "H", "H", "H", "H", "H", "H", "H", "H", "H", "H", "H", "H", "H", "H", "H", "H", "H", "H", "C", "C", "C", "N", "C", "C", "C", "C", "C", "C", "H", "H", "H", "H", "H", "H", "H", "H", "H", "H", "H", "H", "H", "H", "H", "H", "H", "H", "H", "H", "C", "C", "C", "N", "C", "C", "C", "C", "C", "C", "H", "H", "H", "H", "H", "H", "H", "H", "H", "H", "H", "H", "H", "H", "H", "H", "H", "H", "H", "H", "P", "F", "F", "F", "F", "F", "F", "P", "F", "F", "F", "F", "F", "F", "P", "F", "F", "F", "F", "F", "F", "P", "F", "F", "F", "F", "F", "F", "P", "F", "F", "F", "F", "F", "F", "N", "O", "O", "O"], "coordinates": [[-7.8962, -4.9395, -4.6084], [-6.9668, -4.3947, -5.7449], [-7.0124, -2.8612, -5.8327], [-5.9236, -2.2874, -6.8057], [-6.2474, -0.7433, -6.9640], [-5.6845, 0.0304, -5.7784], [-4.1364, -0.1938, -5.5153], [-3.8334, -1.6165, -5.3738], [-4.3932, -2.5426, -6.4767], [-6.2463, -3.0107, -8.1413], [-8.8744, -4.4591, -4.5904], [-7.3676, -4.7980, -3.6657], [-7.9918, -6.0251, -4.5835], [-7.3046, -4.8033, -6.6973], [-5.9868, -4.8293, -5.5480], [-6.6445, -2.5441, -4.8569], [-8.0618, -2.5977, -5.9648], [-7.3325, -0.7223, -7.0656], [-5.8774, -0.3949, -7.9282], [-6.2712, -0.2245, -4.8958], [-5.9106, 1.0910, -5.8886], [-3.8223, 0.3216, -4.6077], [-3.5406, 0.2884, -6.2902], [-4.1777, -2.0133, -4.4187], [-2.7493, -1.6643, -5.2714], [-4.2478, -3.5988, -6.2501], [-3.8411, -2.2684, -7.3756], [-7.3032, -3.1084, -8.3893], [-5.8073, -3.9672, -7.8574], [-5.6496, -2.4862, -8.8877], [8.8976, 4.4985, 4.9446], [7.8176, 5.2893, 4.2534], [6.3906, 4.7016, 4.2728], [5.3732, 5.5465, 3.3644], [3.9310, 5.0401, 3.8155], [2.7419, 5.8508, 3.2044], [2.8594, 7.4092, 3.4393], [4.3040, 7.8436, 3.0100], [5.4872, 7.0772, 3.6222], [5.5564, 5.1744, 1.8925], [9.7446, 5.1709, 5.0816], [9.2478, 3.5969, 4.4421], [8.4741, 4.1828, 5.8980], [7.9264, 5.5954, 3.2130], [7.7610, 6.1486, 4.9216], [5.9489, 4.5810, 5.2620], [6.4479, 3.6875, 3.8774], [3.7736, 5.1569, 4.8877], [3.8772, 3.9683, 3.6251], [1.7620, 5.5207, 3.5494], [2.7664, 5.5501, 2.1570], [2.6727, 7.6711, 4.4808], [2.1406, 7.9726, 2.8444], [4.4093, 8.9241, 3.1074], [4.2634, 7.6333, 1.9413], [5.4318, 7.1913, 4.7048], [6.4402, 7.4433, 3.2404], [5.4928, 4.0882, 1.8285], [6.5376, 5.5827, 1.6504], [4.7723, 5.5702, 1.2471], [-2.7152, -3.2634, 8.8777], [-3.2425, -3.0564, 7.3966], [-2.2896, -3.8360, 6.4856], [-2.7432, -3.9440, 5.0004], [-2.9516, -2.5334, 4.4739], [-2.9130, -2.3651, 2.9344], [-1.5293, -2.8710, 2.4753], [-1.4224, -4.3874, 2.7473], [-1.5069, -4.6368, 4.3103], [-4.0058, -4.6945, 4.7802], [-2.4129, -4.2846, 9.1099], [-3.4886, -2.8791, 9.5427], [-1.8265, -2.6869, 9.1346], [-3.2740, -1.9952, 7.1496], [-4.2595, -3.4480, 7.4190], [-2.2896, -4.8736, 6.8196], [-1.2769, -3.4383, 6.5527], [-2.1388, -1.8900, 4.8107], [-3.7858, -2.0866, 5.0147], [-3.0892, -1.2940, 2.8353], [-3.6810, -2.9895, 2.4778], [-0.6117, -2.4349, 2.8701], [-1.3184, -2.7065, 1.4186], [-0.4962, -4.8034, 2.3506], [-2.2379, -4.9077, 2.2450], [-0.5564, -4.3660, 4.7701], [-1.5726, -5.6782, 4.6254], [-4.8546, -4.0834, 5.0871], [-3.8425, -5.6449, 5.2884], [-4.0036, -4.8669, 3.7039], [-2.0887, 1.6806, 3.7975], [-3.5235, 2.3369, 3.7639], [-4.2264, 1.9504, 2.4169], [-5.4454, 2.7567, 1.9686], [-5.0610, 4.2315, 1.8685], [-6.1214, 5.0835, 1.0365], [-6.5819, 4.3865, -0.2454], [-7.0337, 2.9784, -0.1781], [-5.8928, 2.1186, 0.5931], [-6.6558, 2.6680, 3.0081], [-1.5424, 1.8468, 2.8690], [-2.1954, 0.5971, 3.8511], [-1.4886, 1.9927, 4.6523], [-3.3557, 3.4132, 3.8054], [-4.0641, 2.0125, 4.6531], [-4.6887, 0.9854, 2.6244], [-3.5344, 2.0910, 1.5865], [-4.0821, 4.1835, 1.3914], [-4.9702, 4.6424, 2.8741], [-5.5338, 5.9726, 0.8077], [-6.9638, 5.4927, 1.5942], [-5.8008, 4.4552, -1.0025], [-7.3220, 4.9070, -0.8532], [-7.1647, 2.5943, -1.1897], [-8.0015, 3.0586, 0.3170], [-4.9685, 2.1737, 0.0181], [-6.1855, 1.0698, 0.6414], [-6.3135, 3.2315, 3.8761], [-6.7951, 1.5968, 3.1538], [-7.5358, 3.2212, 2.6799], [5.6386, -1.1503, 4.2930], [6.0174, -0.8606, 2.8182], [6.7111, -2.0327, 2.1023], [7.1420, -1.8845, 0.5922], [5.9819, -1.1548, -0.2137], [6.3568, -0.7824, -1.6432], [7.6661, 0.1259, -1.6365], [8.8661, -0.5458, -0.9461], [8.4607, -0.9821, 0.5067], [7.5405, -3.2511, -0.0581], [5.1368, -2.1141, 4.3798], [4.9659, -0.4042, 4.7160], [6.5234, -1.0838, 4.9260], [6.4624, 0.1288, 2.7124], [4.9989, -0.7805, 2.4382], [6.1419, -2.9603, 2.1616], [7.6651, -2.1859, 2.6067], [5.7844, -0.2460, 0.3548], [5.0780, -1.7532, -0.0997], [5.5688, -0.2446, -2.1704], [6.5045, -1.6195, -2.3254], [7.5330, 1.1173, -1.2037], [7.8835, 0.3130, -2.6881], [9.6802, 0.1780, -0.9103], [9.2859, -1.3891, -1.4945], [8.2079, -0.1224, 1.1272], [9.1978, -1.6016, 1.0176], [8.1546, -3.1362, -0.9513], [6.6298, -3.8495, -0.0852], [8.1020, -3.8295, 0.6756], [-3.3360, 7.2157, -5.9382], [-3.4395, 5.9270, -5.1750], [-2.2171, 5.6169, -4.2971], [-2.3459, 4.3859, -3.3490], [-2.5876, 3.0191, -4.1485], [-1.3982, 2.8265, -5.0624], [-0.0574, 2.6867, -4.2921], [0.1546, 3.8524, -3.3176], [-1.0300, 4.1685, -2.4285], [-3.4386, 4.6843, -2.2913], [-4.2008, 7.3564, -6.5865], [-2.4756, 7.2877, -6.6036], [-3.2370, 8.0854, -5.2885], [-3.3998, 5.2015, -5.9876], [-4.3554, 5.7358, -4.6158], [-2.0244, 6.4257, -3.5923], [-1.3474, 5.5787, -4.9531], [-3.5987, 2.9622, -4.5517], [-2.6502, 2.2958, -3.3354], [-1.1179, 3.6346, -5.7380], [-1.4894, 1.9393, -5.6890], [0.8266, 2.4518, -4.8850], [-0.0723, 1.7035, -3.8218], [0.4945, 4.7782, -3.7818], [1.0067, 3.5691, -2.6998], [-0.8802, 5.0444, -1.7973], [-1.1665, 3.3881, -1.6799], [-4.4036, 4.9323, -2.7333], [-3.1194, 5.3966, -1.5305], [-3.5311, 3.7945, -1.6685], [-1.2146, -4.6247, -0.9803], [0.1947, -5.2819, -0.9660], [0.7781, -5.6270, -2.3532], [2.2965, -6.0738, -2.4126], [2.6057, -6.5595, -3.8543], [4.0946, -6.7200, -4.1560], [4.9914, -5.5632, -3.8029], [4.6368, -5.1411, -2.3566], [3.1248, -4.7982, -2.1689], [2.6049, -7.2101, -1.4146], [-1.2569, -3.9604, -0.1173], [-2.0005, -5.3767, -0.9091], [-1.2736, -4.0422, -1.8997], [0.2095, -6.2428, -0.4517], [0.8768, -4.5814, -0.4843], [0.6669, -4.7381, -2.9741], [0.1557, -6.4760, -2.6361], [2.0640, -5.8640, -4.4955], [2.0280, -7.4427, -4.1268], [4.2093, -6.8974, -5.2254], [4.4264, -7.6369, -3.6689], [4.8102, -4.7021, -4.4461], [6.0206, -5.9056, -3.9112], [5.2371, -4.3025, -2.0038], [4.9340, -5.9542, -1.6943], [2.8511, -4.0219, -2.8835], [2.9020, -4.5001, -1.1444], [2.4590, -6.8338, -0.4021], [3.6262, -7.5844, -1.4843], [1.8697, -7.9834, -1.6377], [-2.1980, -0.2898, -1.9440], [-0.9852, -0.6498, -1.1435], [-0.4197, 0.6931, -0.4726], [1.0305, 0.5007, 0.1433], [1.4303, 1.7966, 0.7808], [2.6708, 1.5776, 1.6578], [2.3793, 0.6235, 2.8472], [2.0166, -0.7183, 2.1744], [0.8508, -0.5616, 1.2063], [2.0508, 0.0414, -0.8795], [-3.0216, 0.0554, -1.3190], [-2.4728, -1.1175, -2.5978], [-1.9006, 0.4784, -2.6578], [-0.2463, -1.2168, -1.7098], [-1.2681, -1.3514, -0.3588], [-1.0752, 1.1565, 0.2646], [-0.4811, 1.4746, -1.2299], [0.6321, 2.1995, 1.4042], [1.5450, 2.5362, -0.0117], [2.9537, 2.5192, 2.1283], [3.6096, 1.3687, 1.1447], [1.4530, 0.9892, 3.2904], [3.2086, 0.5363, 3.5491], [1.9011, -1.4756, 2.9499], [2.8785, -1.0731, 1.6093], [0.0730, -0.1495, 1.8491], [0.5588, -1.5140, 0.7638], [1.6565, -0.8359, -1.3922], [3.0450, -0.1277, -0.4658], [2.1358, 0.8734, -1.5785], [0.5854, 0.0106, 6.2257], [1.8982, -0.7514, 5.6853], [-0.0896, -1.3629, 6.8506], [1.2157, 0.3356, 7.6897], [-0.6829, 0.7920, 6.7413], [1.1590, 1.4090, 5.6485], [-0.0990, -0.3826, 4.8193], [-5.2250, -2.0329, -0.4094], [-6.2942, -2.9641, -1.2941], [-6.5295, -1.4488, 0.2736], [-5.2315, -3.1834, 0.6689], [-4.3830, -0.9759, 0.5911], [-3.9058, -2.6507, -1.0251], [-5.3223, -0.8814, -1.5519], [-0.8345, 5.0863, 1.3376], [0.0539, 4.2442, 2.3929], [0.0126, 6.4302, 1.7351], [0.2098, 4.8166, 0.0740], [-1.8538, 6.0012, 0.4096], [-1.6594, 3.7963, 0.9135], [-1.9614, 5.2444, 2.4917], [3.3479, -4.9478, 2.5170], [1.9172, -5.3438, 1.8554], [3.1938, -6.0055, 3.7381], [3.8585, -6.0489, 1.4121], [4.8389, -4.6438, 3.0290], [3.4733, -3.7386, 1.3953], [2.7065, -3.8252, 3.5113], [0.3406, -2.4685, -5.2232], [-0.8276, -2.9614, -6.2596], [1.3553, -2.0619, -6.4021], [-0.2290, -1.0084, -5.1595], [1.5053, -1.9803, -4.2065], [-0.6592, -2.7979, -3.9571], [1.0008, -3.9637, -5.2380], [4.0652, 2.9265, -0.9919], [3.2608, 3.1296, -1.9154], [4.8168, 1.9950, -1.0345], [3.9107, 3.5882, -0.0339]], "forces_ev_per_a": [[1.0594, 0.3711, 0.1267], [-1.0295, -0.8892, -0.0457], [2.6846, -1.3839, 1.8729], [-2.2087, 0.8391, -1.2155], [0.6584, -1.2508, 0.2268], [0.5328, 0.2502, 0.4274], [-2.0787, 1.7054, -0.5031], [0.0156, -2.0174, 0.7434], [-0.3525, 1.2472, 0.2029], [1.9431, 0.4234, 1.4187], [0.0405, -0.1078, 0.0577], [-0.2778, 0.6475, 0.2286], [-0.2252, 0.0186, -0.7896], [-0.0659, -0.1765, 0.0354], [0.2241, 0.3965, -0.1079], [-0.4881, 0.4584, 0.1542], [0.4403, 0.8084, -0.7635], [0.0220, 0.1683, 0.3410], [0.4886, -0.2541, 0.0485], [0.2271, -0.3209, 0.2378], [0.0992, 0.0838, -0.4113], [-0.3034, 0.0019, 0.1984], [-0.0915, -0.1489, -0.4336], [-0.2837, 0.2124, 0.2626], [0.1246, -0.7845, -0.5476], [-0.1987, 0.1610, -0.0648], [-0.3976, -0.3151, -0.4064], [0.1215, 0.3814, 0.3244], [-0.2337, -0.2600, -1.1348], [-0.2563, -0.3355, -0.2225], [-0.0050, -0.6327, -0.3582], [-1.9032, 0.7720, 0.4693], [0.0810, 0.2005, -0.8348], [-1.1853, -0.9657, 1.2233], [-0.6548, 1.3272, 0.3792], [0.8937, 0.4147, -0.5365], [1.5444, -1.1930, -0.0689], [-1.1461, -0.6217, -0.6995], [-1.1688, -0.6428, 0.1450], [0.2381, 0.2469, 1.1291], [0.0357, -0.2661, 0.2477], [-0.0904, 0.0377, -0.2038], [0.3857, 0.0680, 0.2480], [0.9581, 0.0745, 0.1462], [-0.0626, 0.6575, -0.6005], [-0.0180, 0.5285, -0.0044], [-0.4485, 0.0524, -0.4666], [0.9893, 0.0814, 0.2492], [0.1403, 0.1459, -0.3810], [0.3450, -0.3992, 0.3510], [-0.3709, 0.6727, -0.3842], [-0.0157, -0.2106, 0.1649], [-0.0056, -0.2819, -0.0806], [0.3705, -0.0971, 0.2206], [0.4734, 0.2604, -0.2560], [0.3220, -0.1001, 0.0775], [-0.0602, -0.2419, 0.0313], [0.2129, 0.1563, -0.1236], [-0.1161, -0.2844, -0.4638], [0.1384, 0.1576, 0.3189], [-0.0649, 0.9281, -0.5959], [1.0621, -0.5875, 1.2458], [-1.5748, -0.3824, -0.0880], [2.3731, 1.6500, 0.2102], [1.0142, 0.6901, -0.0867], [0.7019, -0.8011, 1.6116], [0.4097, -0.7317, -0.7020], [-0.7753, 0.2090, 1.3750], [-0.4642, -0.1677, -1.0578], [1.3602, -0.3336, -0.3324], [-0.5985, -0.1868, -0.1093], [-0.0019, -0.4433, 0.1742], [0.0633, 0.2878, -0.5178], [0.1073, -0.0380, 0.1145], [-0.0249, -0.1096, -0.4484], [0.1756, -0.0845, 0.0273], [-0.1669, 0.1982, -0.3933], [0.5182, -0.4246, 0.3664], [-0.5208, -0.4713, -0.4609], [-0.0403, -0.1667, -0.6945], [-0.1078, 0.5255, -0.3906], [-0.4157, 0.5878, 0.9899], [-0.7363, -0.0500, -0.2933], [0.1408, 0.0056, 0.3170], [-0.1255, -0.0681, -0.0556], [-0.3403, 0.9473, 0.1385], [-0.4218, -0.2181, -0.4726], [0.1076, -0.4015, 0.1523], [-0.7129, 0.0171, 0.0905], [-0.5354, -0.1128, 0.0837], [-1.1687, -0.3367, -0.3174], [1.1579, 0.2968, -0.9766], [-0.8073, 0.3922, 1.8531], [-2.4141, 0.2074, 0.6983], [-1.5498, -0.3247, -1.3082], [1.0759, -0.4996, 0.1812], [0.9341, 1.3868, -1.7561], [1.4212, -0.8196, 1.9080], [-1.0222, 1.8501, -0.4602], [2.0284, 0.1897, -0.9652], [0.0417, 0.4541, -0.0011], [0.0142, -0.1027, 0.2375], [-0.1855, 0.0874, -0.1119], [-0.1438, 0.0684, 0.1016], [-0.2390, 0.0470, -0.1830], [0.6941, -0.5184, -0.9363], [0.0623, -0.7087, 0.0975], [-0.0007, 0.5823, -0.0966], [0.1490, -0.2295, -0.1249], [-0.0918, 0.1112, -0.3276], [0.0005, -0.5419, 0.4713], [0.8255, -0.2149, 0.2727], [-0.5470, 0.6617, 0.7909], [-0.0007, -0.3212, 0.2269], [-0.0549, -1.0413, 0.2407], [-0.1071, -0.0333, -0.2579], [0.1940, 0.0117, 0.8086], [0.1388, -0.6027, 0.2362], [-0.3501, 0.2883, 0.2758], [0.1521, -0.4442, -0.5986], [1.1209, -0.0293, 0.0587], [-1.9931, -0.2595, -0.2672], [1.1905, 0.0548, -0.3035], [0.4933, 1.0605, -1.3993], [0.6132, -0.3123, 0.4853], [1.4361, 0.8551, 0.1958], [-0.5711, -1.0666, -0.6563], [-0.9298, -0.2934, 0.8353], [-1.1275, -0.4331, -0.3023], [-0.9495, 0.5161, 2.0492], [0.1827, -0.0534, 0.0850], [-0.1429, 0.1119, -0.4382], [0.0586, -0.4897, 0.1571], [0.4262, -0.1929, -0.1070], [0.0491, 0.2488, -0.8140], [-0.2316, 0.1702, 0.0143], [0.1101, -0.3240, -0.0088], [0.2072, 0.1038, -0.0781], [0.1784, -0.4298, -0.1005], [-0.2602, 0.3361, 0.6669], [0.3455, -0.4620, 0.3653], [-0.5607, -0.1428, 0.2263], [0.2603, 0.0053, 0.0001], [0.0362, -0.0150, 0.4326], [-0.2578, -0.1156, -0.1016], [0.1582, 0.0680, -0.0892], [0.1419, 0.1869, -0.1072], [-0.6680, 0.1496, 0.0028], [-0.1312, 0.2347, -0.8866], [0.4430, 0.4609, 0.1939], [-0.0252, 1.3301, 0.2334], [0.7858, -1.8014, -0.2506], [-0.0485, 0.3599, 0.8986], [-0.1985, -0.2415, 0.8620], [0.4274, 1.5566, 1.4957], [1.8391, -0.4546, -0.4875], [-0.7852, -0.7153, 0.6636], [0.6070, -0.3521, 0.1437], [-0.1547, 0.2150, -1.2608], [0.4833, -1.0350, -0.3495], [-0.0944, 0.0005, 0.1902], [0.1823, -0.4749, 0.0750], [-0.2569, 0.0932, 0.0953], [-0.3426, -0.6249, 0.1526], [-0.1462, 0.5626, -0.1981], [-0.0422, 0.1500, 0.0225], [0.0716, -0.5347, 0.3738], [0.1575, 0.7315, -0.5485], [0.5264, -0.1951, -0.0196], [-1.1864, 0.3131, -0.2536], [-0.4134, -0.0511, 0.0445], [-0.1490, 0.9511, -0.7264], [-0.3874, 0.0245, 1.0304], [-0.0676, -0.0983, -0.4663], [0.0264, 0.1721, 0.4309], [-0.1936, 0.3186, -0.5742], [-0.8705, -0.2860, -0.4317], [0.3037, 0.0058, -0.0881], [0.3234, 0.5717, -0.6340], [-0.1531, -0.3992, -0.3856], [1.2231, -0.5599, -0.3405], [1.0509, -0.2100, -0.0130], [-0.1954, -0.1564, 0.7153], [-0.5112, 0.1211, -0.4960], [-0.8690, 0.8737, -0.1217], [-0.5583, -0.5328, -0.4679], [-0.7819, 0.6048, 1.1422], [0.0349, -0.0358, 0.1437], [1.2825, -1.4386, 0.0952], [-0.7316, 1.0609, -0.2027], [-0.2881, -0.0848, -0.1860], [-0.0812, 0.2248, -0.1793], [-0.4964, 0.1245, 0.0852], [-0.1475, 0.3422, 0.7024], [0.0509, -0.1872, 0.3495], [0.2416, -0.4517, -0.5249], [0.3969, -0.0096, -0.9485], [0.6243, 0.7331, 0.0113], [0.2375, -0.5601, 0.8960], [-0.3209, -0.2251, -0.0823], [0.2250, -0.0061, 0.0965], [0.0801, -0.0836, -0.2800], [0.0623, 0.3221, 0.1525], [-0.1249, 0.2701, -0.1905], [-0.1892, -0.0439, 0.2159], [-0.4415, -0.1949, -0.0754], [0.1629, 0.0984, -0.0485], [-0.0082, 0.0605, -0.0494], [-0.2501, 0.1773, -0.3738], [0.1941, -0.0723, 0.0420], [0.2286, 0.0768, -0.9920], [0.4879, 0.8753, 1.8596], [0.6912, -1.6220, -1.0468], [-1.4795, -0.5286, -0.2094], [1.0554, 0.1689, 0.2753], [0.4354, 0.9012, 1.4825], [-0.8603, -0.3675, -2.4686], [1.4070, 0.1899, 0.0924], [-0.0515, 0.3304, 1.5698], [-0.7665, 0.8447, -0.4403], [-0.0550, -0.1653, -0.1651], [-0.3952, -0.1446, 0.3960], [-0.0834, 0.3732, -0.0400], [0.0944, 0.5335, -0.3684], [-0.2068, 0.1108, 0.1710], [0.1701, -0.7353, 0.7212], [1.1859, -0.0607, -0.3663], [-0.2590, -0.5186, 0.0641], [0.4118, -0.1036, -0.1246], [-0.4711, 0.4849, -0.2889], [-0.2678, -0.5186, -0.4680], [0.3351, 0.0606, 0.7106], [-0.2900, 0.0709, 0.0198], [-0.7651, -0.2044, -0.2609], [0.2802, -0.1174, -0.0788], [-0.6297, -0.2968, -0.2223], [0.0361, 0.2856, -0.1615], [0.1992, 0.0659, 0.1589], [-0.4028, 0.0071, 0.3511], [0.1579, -0.0686, -0.2105], [0.6053, -0.2208, 1.8103], [0.1858, -0.1485, 0.6944], [0.5815, -0.2225, -0.3306], [0.9045, -0.6113, -0.6429], [-1.9035, 0.6448, -0.5043], [0.1519, -0.0385, -0.4639], [-0.7011, 0.3688, -0.8081], [-2.2453, 0.1053, 0.0759], [1.4862, 0.2069, -0.5733], [-1.2349, 1.2505, 0.7529], [0.7172, -0.7712, 1.2446], [0.3738, -0.7604, -0.8655], [0.3204, 0.2675, -0.5897], [0.5890, -0.0425, -0.1378], [0.2520, 1.9005, 0.6131], [0.2235, -0.2362, -0.7177], [-0.8646, -0.8301, -0.2006], [-0.7951, 0.1486, 1.0947], [0.8655, -0.2601, -0.5477], [-0.2242, -1.8245, -1.1188], [0.3054, 0.7973, 0.7917], [-0.7943, -0.1566, 0.3846], [-1.1961, 0.6492, 0.9187], [-0.1135, -0.1524, -1.2140], [1.4249, 0.1879, 0.6057], [0.2436, 0.1891, -0.4639], [0.4536, -0.2363, -0.2416], [-0.0182, -0.2475, -0.4639], [1.1238, -0.5676, -0.3528], [0.5528, 0.3008, 0.4200], [-0.6551, -0.1134, -0.6883], [-1.1210, 1.7519, -0.6312], [0.1988, -0.4894, 1.1771], [0.4717, -0.8484, -0.1226], [-0.7148, 0.0360, 0.5029], [-3.1741, -0.5454, -2.9018], [-0.6679, -0.1750, -2.2544], [3.0690, -2.8472, -0.1047], [0.7324, 3.4067, 5.3030]], "lowdin_charge": [-0.07, -0.24, -0.11, -0.21, -0.08, -0.14, -0.18, -0.19, -0.03, 0.02, 0.08, 0.07, 0.08, 0.10, 0.11, 0.13, 0.14, 0.13, 0.13, 0.11, 0.11, 0.10, 0.12, 0.12, 0.10, 0.13, 0.14, 0.12, 0.09, 0.10, -0.09, -0.25, -0.09, -0.20, -0.07, -0.15, -0.14, -0.16, -0.09, 0.02, 0.09, 0.08, 0.09, 0.10, 0.11, 0.13, 0.12, 0.13, 0.12, 0.10, 0.10, 0.11, 0.11, 0.12, 0.11, 0.14, 0.13, 0.09, 0.10, 0.09, -0.07, -0.20, -0.12, -0.24, -0.12, -0.12, -0.17, -0.13, -0.04, 0.03, 0.07, 0.07, 0.08, 0.11, 0.10, 0.13, 0.12, 0.12, 0.12, 0.09, 0.09, 0.11, 0.07, 0.10, 0.11, 0.13, 0.13, 0.11, 0.11, 0.10, -0.07, -0.17, -0.12, -0.23, -0.08, -0.11, -0.24, -0.14, -0.03, 0.07, 0.05, 0.05, 0.08, 0.09, 0.11, 0.12, 0.11, 0.11, 0.13, 0.12, 0.11, 0.08, 0.12, 0.12, 0.11, 0.11, 0.11, 0.10, 0.11, 0.09, -0.07, -0.22, -0.09, -0.19, -0.09, -0.15, -0.16, -0.16, -0.06, 0.04, 0.08, 0.07, 0.07, 0.11, 0.07, 0.11, 0.13, 0.10, 0.12, 0.11, 0.10, 0.11, 0.11, 0.12, 0.10, 0.12, 0.12, 0.10, 0.09, 0.10, -0.10, -0.24, -0.11, -0.16, -0.07, -0.16, -0.16, -0.15, -0.08, 0.00, 0.09, 0.09, 0.08, 0.11, 0.10, 0.14, 0.12, 0.12, 0.10, 0.11, 0.11, 0.13, 0.09, 0.12, 0.10, 0.11, 0.10, 0.08, 0.09, 0.09, -0.05, -0.22, -0.09, -0.20, -0.10, -0.17, -0.17, -0.15, -0.06, 0.04, 0.04, 0.09, 0.06, 0.10, 0.09, 0.10, 0.14, 0.11, 0.13, 0.13, 0.11, 0.12, 0.12, 0.09, 0.10, 0.13, 0.11, 0.08, 0.10, 0.11, -0.10, -0.19, -0.04, -0.20, -0.10, -0.15, -0.15, -0.16, -0.11, 0.06, 0.06, 0.07, 0.05, 0.09, 0.08, 0.12, 0.10, 0.11, 0.12, 0.09, 0.09, 0.09, 0.10, 0.11, 0.08, 0.13, 0.12, 0.09, 0.09, 0.10, 0.13, -0.15, -0.19, -0.16, -0.15, -0.16, -0.17, 0.14, -0.20, -0.16, -0.14, -0.20, -0.12, -0.18, 0.21, -0.15, -0.15, -0.17, -0.19, -0.17, -0.16, 0.20, -0.19, -0.15, -0.19, -0.15, -0.21, -0.17, 0.14, -0.17, -0.15, -0.15, -0.18, -0.19, -0.17, -0.68, -0.06, -0.02, -0.02]}